[1]
21
Properties=species:S:1:pos:R:3:lowdin_spin:R:1 method="wB97M-V/def2-TZVPD" charge=+4 multiplicity=3 orbital_gap_ev="8.311 / 5.237" e_lumo_ev="-17.089 / -19.745"
Au 0.57 -0.88 -3.88 0.378
Bi -0.26 0.20 -1.53 0.138
Cl -2.65 0.40 -1.51 0.074
Cl 1.83 -1.60 -2.10 0.053
C -0.81 -1.96 -0.39 0.013
C -0.37 0.32 -5.19 0.084
C 0.63 -1.91 -5.59 0.176
O -1.52 -2.56 0.29 0.001
O -0.97 0.98 -5.92 0.015
O 0.55 -2.84 -6.28 0.008
C 1.85 0.83 3.55 0.118
N 0.42 0.94 3.35 0.538
C -0.25 0.85 2.17 0.036
N -1.63 0.88 2.30 0.197
O 0.32 0.67 1.07 0.057
H 2.32 0.23 2.77 0.016
H 2.00 0.36 4.53 0.019
H 2.30 1.83 3.54 0.064
H -0.18 1.02 4.16 0.006
H -2.18 0.99 1.46 0.006
H -1.96 1.25 3.19 0.002

=====

[2]
22
Properties=species:S:1:pos:R:3:nbo_charge:R:1 method="wB97M-V/def2-TZVPD" charge=-1 orbital_gap_ev=6.707 e_lumo_ev=0.816
O 1.96 -1.33 3.62 -0.341
N 1.04 -1.76 2.90 0.509
O 0.25 -2.66 3.27 -0.408
C 0.81 -1.22 1.57 -0.043
C -0.25 -1.65 0.78 -0.085
C -0.50 -1.04 -0.47 -0.085
N -1.48 -1.60 -1.37 0.512
O -2.18 -2.57 -1.02 -0.398
O -1.57 -1.06 -2.49 -0.357
C 0.21 0.08 -0.92 0.190
N 1.32 0.39 -0.17 -0.211
N 2.28 1.32 -0.49 -0.056
N 3.13 1.31 0.51 -0.026
N 2.80 0.41 1.47 -0.287
C 1.66 -0.18 1.05 0.310
H -0.87 -2.46 1.12 0.283
H 0.18 0.47 -1.92 0.307
H -1.02 1.65 -1.27 -0.087
B -1.75 2.71 -1.49 -0.585
H -1.10 3.62 -1.98 -0.047
H -2.68 2.46 -2.25 -0.046
H -2.22 3.11 -0.43 -0.050

=====

[3]
16
Properties=species:S:1:pos:R:3:nbo_charge:R:1 method="wB97M-V/def2-TZVPD" orbital_gap_ev=10.079 e_lumo_ev=0.633
B -2.37 -1.47 0.25 0.909
O -2.57 -0.55 -0.70 -0.666
C -1.57 0.48 -0.58 -0.114
C -0.84 0.14 0.75 0.021
C 0.65 -0.11 0.42 0.011
N 1.62 0.69 0.72 -0.435
C 2.85 0.25 0.31 -0.054
C 2.77 -0.93 -0.35 -0.479
S 1.21 -1.51 -0.43 0.454
O -1.45 -1.15 1.18 -0.667
H -2.94 -2.37 0.22 -0.107
H -2.23 1.30 -0.35 0.210
H -0.85 0.51 -1.47 0.212
H -0.83 0.85 1.68 0.237
H 3.69 0.86 0.65 0.223
H 3.59 -1.59 -0.56 0.246

=====

[4]
14
Properties=species:S:1:pos:R:3:lowdin_spin:R:1 method="wB97M-V/def2-TZVPD" multiplicity=3 orbital_gap_ev="7.904 / 6.352" e_lumo_ev="0.604 / -2.609"
C -0.48 -0.77 -0.53 0.073
C -0.85 -1.89 -1.05 0.620
C 0.75 -0.65 0.35 0.030
C 1.88 -1.60 -0.03 0.063
C -1.26 0.52 -0.68 0.034
S 1.39 -3.30 -0.08 0.904
Br -2.01 -2.88 -1.99 0.158
Br 2.65 -0.94 -1.78 0.108
H 1.13 0.38 0.31 0.001
H 0.44 -0.87 1.37 0.000
H 2.70 -1.50 0.68 0.005
H -2.30 0.32 -0.92 0.000
H -0.82 1.12 -1.47 -0.001
H -1.20 1.08 0.25 0.003

=====

[5]
18
Properties=species:S:1:pos:R:3:nbo_charge:R:1 method="wB97M-V/def2-TZVPD" charge=+1 orbital_gap_ev=10.676 e_lumo_ev=-2.575
C -0.16 0.94 1.11 0.267
C -1.64 -2.54 0.06 0.866
C 3.95 0.66 -0.60 0.887
C -1.05 0.87 -0.89 -0.069
C -2.06 0.86 0.02 0.029
N -1.48 0.91 1.26 -0.475
N -2.43 -3.13 -0.59 -0.733
N 5.02 0.63 -0.11 -0.702
N 0.12 0.92 -0.19 -0.447
O -0.95 -1.76 0.57 -0.577
O 2.81 0.71 -0.87 -0.612
Br -3.91 0.78 -0.19 0.201
H 0.57 0.96 1.90 0.253
H -1.09 0.85 -1.96 0.264
H -1.98 0.90 2.14 0.463
H -2.78 -4.04 -0.75 0.446
H 5.99 0.58 -0.31 0.453
H 1.06 0.89 -0.59 0.487

=====

[6]
14
Properties=species:S:1:pos:R:3:nbo_charge:R:1 method="wB97M-V/def2-TZVPD" charge=-1 orbital_gap_ev=7.133 e_lumo_ev=3.715
C 1.05 0.06 -0.01 -0.303
C -0.26 -0.29 -0.11 -0.261
C 2.33 2.11 0.38 1.057
C -0.81 -1.67 0.23 -0.649
C -1.38 0.60 -0.57 -0.614
O 2.40 1.93 1.53 -0.577
O 2.42 2.59 -0.66 -0.582
Br 2.25 -1.52 0.60 -0.265
H -0.44 -2.09 1.17 0.217
H -0.48 -2.29 -0.55 0.206
H -1.84 -1.65 0.13 0.178
H -1.02 1.48 -1.20 0.223
H -2.17 0.76 0.29 0.188
H -2.05 -0.02 -1.22 0.182

=====

[7]
19
Properties=species:S:1:pos:R:3:lowdin_spin:R:1 method="wB97M-V/def2-TZVPD" charge=+3 multiplicity=2 orbital_gap_ev="4.520 / 4.586" e_lumo_ev="-15.294 / -15.229"
Ce 0.02 0.02 -0.96 1.007
O -0.01 3.37 0.27 0.000
C -0.01 2.26 -0.09 -0.003
C 0.01 -2.25 -0.15 -0.002
O 0.01 -3.38 0.16 0.002
C 2.26 0.01 -0.11 -0.002
O 3.38 0.01 0.22 0.001
C -2.26 -0.01 -0.18 -0.002
O -3.38 -0.01 0.08 0.001
H 0.00 0.38 -4.35 0.000
H 0.00 -0.38 -4.37 0.000
N 0.00 -1.16 4.05 0.000
C -0.01 0.00 3.33 0.000
N 0.00 1.16 4.05 0.000
O -0.01 0.00 2.06 -0.001
H 0.00 -1.23 5.07 0.000
H 0.00 -2.04 3.56 0.000
H 0.00 2.04 3.55 0.000
H 0.00 1.23 5.07 0.000

=====

[8]
16
Properties=species:S:1:pos:R:3:nbo_charge:R:1 method="wB97M-V/def2-TZVPD" orbital_gap_ev=9.338 e_lumo_ev=-0.037
C 0.94 0.57 -0.56 0.743
C -0.04 1.75 1.57 -0.609
C 0.19 1.67 0.04 -0.618
C -0.08 -2.39 -1.11 0.114
C -0.39 -1.16 -0.45 0.132
O 1.92 0.48 -1.19 -0.433
F -0.78 -3.53 -0.78 -0.333
F -0.46 -1.29 0.96 -0.368
Cl 1.67 -2.78 -0.84 -0.051
Cl -1.92 -0.51 -1.07 -0.030
H 0.85 1.50 2.18 0.220
H -0.91 1.01 1.86 0.234
H -0.26 2.84 2.12 0.235
H 0.44 2.70 -0.27 0.262
H -0.90 1.50 -0.22 0.283
H -0.27 -2.35 -2.24 0.219

=====

[9]
18
Properties=species:S:1:pos:R:3:nbo_charge:R:1 method="wB97M-V/def2-TZVPD" charge=+1 orbital_gap_ev=8.002 e_lumo_ev=-4.555
C -1.65 0.24 -0.39 -0.002
C -1.04 1.38 0.06 0.188
C 0.17 -0.33 0.68 0.287
C -1.15 -2.19 -0.26 -0.420
C 3.89 -0.47 -0.35 -0.212
N -0.87 -0.80 0.00 -0.268
N 0.09 1.00 0.73 -0.447
N -1.42 2.78 -0.04 0.531
O -2.45 3.01 -0.61 -0.296
O -0.63 3.54 0.46 -0.342
Cl 5.12 0.65 -0.52 0.123
Cl 4.45 -2.03 -0.05 0.095
H -2.55 0.12 -0.96 0.278
H -2.11 -2.46 0.18 0.244
H -1.20 -2.36 -1.33 0.246
H -0.36 -2.82 0.16 0.243
H 0.98 -0.91 1.09 0.266
H 0.73 1.66 1.15 0.486

=====

[10]
15
Properties=species:S:1:pos:R:3:lowdin_spin:R:1 method="wB97M-V/def2-TZVPD" multiplicity=3 orbital_gap_ev="8.031 / 7.457" e_lumo_ev="-0.056 / -2.234"
C 0.98 -0.82 1.72 0.137
C 0.37 -1.66 0.98 0.689
C 1.17 0.66 1.47 0.050
C 0.20 1.16 -0.72 0.009
C -0.93 0.19 -0.70 0.152
N 0.89 1.39 0.51 -0.012
N -1.00 -0.76 -1.54 0.200
Cl -1.15 -0.15 -3.56 0.605
I -2.56 0.79 0.60 0.082
H 1.49 -1.11 2.63 0.045
H -0.11 -2.40 0.40 0.039
H 1.70 1.14 2.28 0.007
H 0.93 0.80 -1.46 -0.002
H -0.16 2.14 -1.05 0.002
H -1.81 -1.37 -1.55 -0.002

=====

[11]
15
Properties=species:S:1:pos:R:3:nbo_charge:R:1 method="wB97M-V/def2-TZVPD" charge=+1 orbital_gap_ev=8.805 e_lumo_ev=-4.591
C -1.57 -0.14 -1.16 -0.220
C -0.82 -1.24 -0.78 -0.094
C -0.98 1.11 -1.16 0.072
C 0.51 -1.08 -0.39 -0.113
C 1.06 0.21 -0.39 0.100
N 0.30 1.24 -0.78 -0.459
O 0.59 0.00 2.52 -0.971
Cl 1.46 -2.40 0.10 0.126
I 2.98 0.59 0.28 0.347
H -2.60 -0.25 -1.46 0.265
H -1.26 -2.23 -0.77 0.263
H -1.51 2.00 -1.45 0.252
H 0.72 2.17 -0.76 0.456
H 1.09 -0.57 3.11 0.489
H 0.07 0.57 3.09 0.487

=====

[12]
13
Properties=species:S:1:pos:R:3:nbo_charge:R:1 method="wB97M-V/def2-TZVPD" orbital_gap_ev=5.481 e_lumo_ev=-3.104
C -0.95 1.65 1.32 -0.165
C 2.01 0.71 -0.55 -0.115
C 1.13 -0.25 -0.09 -0.363
C -1.35 -1.28 0.03 -0.716
C -0.23 -0.44 -0.53 0.332
N -1.59 2.47 1.80 -0.600
Cl -0.88 0.54 -1.81 0.142
H 3.04 0.59 -0.26 0.210
H 1.77 1.44 -1.34 0.218
H 1.61 -0.86 0.65 0.251
H -1.82 -1.77 -0.74 0.240
H -1.95 -0.84 0.83 0.333
H -0.79 -1.95 0.68 0.233

=====

[13]
13
Properties=species:S:1:pos:R:3:nbo_charge:R:1 method="wB97M-V/def2-TZVPD" orbital_gap_ev=10.413 e_lumo_ev=0.966
C -1.01 -0.66 -0.12 -0.211
C 0.13 -0.35 0.95 -0.113
C 0.27 -0.14 -0.94 -0.101
C 0.29 1.29 -0.58 -0.226
C 0.30 1.18 0.72 -0.167
H -1.05 -1.66 -0.47 0.204
H 0.17 -0.70 1.94 0.205
H 1.11 -1.81 0.14 0.358
H 0.46 -0.44 -1.99 0.210
H 0.67 2.15 -1.29 0.242
H 0.14 1.90 1.60 0.228
N 1.13 -0.84 0.04 -0.593
Cl -2.61 0.09 0.00 -0.037

=====

[14]
16
Properties=species:S:1:pos:R:3:nbo_charge:R:1 method="wB97M-V/def2-TZVPD" charge=+1 orbital_gap_ev="6.828 / 7.124" e_lumo_ev="-6.747 / -6.009"
C 0.12 -2.18 0.63 -0.102
C 0.97 -1.26 1.15 -0.207
C -0.99 -1.76 -0.16 -0.200
C 0.70 0.13 0.93 0.113
C -1.23 -0.39 -0.28 0.033
N -0.37 0.51 0.28 -0.537
P -0.47 2.29 -0.33 0.936
S -2.24 2.89 -0.92 -0.190
S 1.97 1.67 -2.16 -0.114
Cl 0.37 3.33 1.21 -0.153
H 0.49 -3.12 0.61 0.243
H 1.96 -1.38 1.65 0.268
H -1.52 -2.54 -0.86 0.285
H 1.33 0.87 1.38 0.249
H -2.10 0.20 -0.64 0.265
H 1.01 0.73 -2.49 0.110

=====

[15]
14
Properties=species:S:1:pos:R:3:nbo_charge:R:1 method="wB97M-V/def2-TZVPD" charge=-1 orbital_gap_ev=5.585 e_lumo_ev=3.698
C 1.27 -2.75 0.65 1.046
C 0.12 0.56 -1.31 -0.446
C -0.92 1.58 -0.63 -0.458
C 0.06 0.81 0.21 -0.268
C -0.32 -0.32 1.06 -0.628
O 1.17 -3.16 1.69 -0.532
O 1.45 -2.48 -0.45 -0.569
Cl -0.51 0.33 2.77 -0.253
H -0.11 -0.45 -1.53 0.213
H 0.86 1.20 -1.95 0.183
H -0.74 2.63 -1.00 0.174
H -1.92 1.35 -0.87 0.194
H 0.91 1.37 0.55 0.201
H -1.33 -0.68 0.82 0.142

=====

[16]
15
Properties=species:S:1:pos:R:3:nbo_charge:R:1 method="wB97M-V/def2-TZVPD" orbital_gap_ev=9.542 e_lumo_ev=0.826
C -1.91 -1.13 0.44 -0.336
C -1.46 -0.52 1.60 -0.044
C -1.28 -0.41 -0.53 -0.030
C 0.38 1.24 -0.75 -0.198
C 2.22 0.16 -0.34 0.529
N -0.51 0.37 1.43 -0.254
N -0.40 0.45 0.10 -0.213
F 2.01 -1.02 -1.01 -0.361
F 3.33 0.76 -0.84 -0.351
H -2.73 -1.76 0.34 0.230
H -1.54 -0.76 2.63 0.208
H -1.35 -0.51 -1.56 0.211
H 0.28 0.82 -1.77 0.223
H 0.60 2.31 -0.57 0.232
H 2.37 0.01 0.83 0.153

=====

Record order is preserved below.
Electronic energy: -50976.7889; -23081.6395; -22379.8334; -156198.2922; -85374.1791; -79419.3215; -31394.2527; -37806.3884; -38880.0716; -28879.3581; -29436.3493; -19289.2611; -19291.2046; -50245.4717; -21898.2687; -13693.9713 eV